No. 1
ORCA calculation (the ωB97M-V functional and the def2-TZVPD basis) on a 7-piece molecular cluster, C38H72N2O14P overall in a non-equilibrium geometry.

As for the frontier orbital gap: 6.0370 eV. As for the total energy: -2995.259551 Eh. As for the total charge: -1. As for the HOMO energy: -3.99 eV.

Cartesian coordinates (Å):
C: 5.07513 4.74652 -0.38717
C: 4.17959 3.57236 -0.83469
P: 5.19507 2.12912 -1.31385
C: 6.48676 1.83557 -0.02870
C: 6.11585 1.97574 1.47127
N: 4.18292 0.77451 -1.58657
C: 3.03453 0.53480 -0.70406
C: 1.94257 -0.25361 -1.48098
C: 0.51127 0.30335 -1.44841
C: 0.04240 0.84430 -0.08852
C: -1.44853 0.59288 0.21785
N: -2.28650 1.78511 0.22231
C: -2.43532 2.61648 -0.84225
C: -3.33160 3.60070 -0.48594
C: -3.71465 3.33960 0.85236
C: -3.04859 2.20728 1.26679
C: 3.45121 -0.38047 0.49507
O: 2.50055 -0.76300 1.23763
O: 4.64690 -0.69838 0.62533
H: 4.53097 5.36175 0.33139
H: 6.01179 4.41283 0.05572
H: 5.32229 5.38810 -1.22946
H: 3.66142 3.88705 -1.74144
H: 3.39874 3.39258 -0.08622
H: 6.93311 0.86149 -0.22165
H: 7.26223 2.57320 -0.24873
H: 6.09998 1.00728 1.96665
H: 5.18245 2.51269 1.63520
H: 6.89640 2.55588 1.98160
H: 4.71846 -0.07738 -1.68487
H: 2.66012 1.45516 -0.26264
H: 1.95816 -1.29622 -1.16930
H: 2.26601 -0.24541 -2.52622
H: -0.15335 -0.53308 -1.70307
H: 0.33883 1.04414 -2.23301
H: 0.65754 0.47582 0.73207
H: 0.17756 1.93105 -0.09818
H: -1.52071 0.11915 1.19667
H: -1.88319 -0.11754 -0.49309
H: -1.89198 2.43414 -1.75443
H: -3.66422 4.38603 -1.14370
H: -4.41132 3.94374 1.41163
H: -3.09796 1.71200 2.22049
O: -3.04666 -5.40402 0.96074
C: -2.12256 -4.84043 1.49655
O: -1.85575 -3.59232 1.11088
C: -0.92918 -2.71958 1.78426
C: 0.49671 -2.89561 1.32973
C: -1.24544 -5.52463 2.51835
H: -1.03500 -2.82147 2.86611
H: -1.27267 -1.71903 1.53008
H: 0.87548 -3.89418 1.55809
H: 1.13885 -2.16075 1.81116
H: 0.57213 -2.75700 0.25115
H: -0.47254 -6.08667 1.99671
H: -1.86243 -6.21828 3.08533
H: -0.77035 -4.85033 3.22473
O: 7.22680 4.77640 -3.12541
C: 8.07914 5.60505 -3.00434
O: 8.02777 6.44756 -1.94284
C: 9.08524 7.34120 -1.60541
C: 8.99090 8.64753 -2.36799
C: 9.16577 5.78980 -4.04156
H: 10.05633 6.85942 -1.73342
H: 8.96761 7.52880 -0.53883
H: 9.09279 8.49330 -3.44249
H: 9.77206 9.33658 -2.04397
H: 8.01986 9.11183 -2.19579
H: 8.78195 6.42535 -4.83870
H: 9.40244 4.81239 -4.45401
H: 10.08840 6.21717 -3.65515
O: 2.25747 -5.61729 4.61366
C: 2.75350 -4.52003 4.71472
O: 3.00208 -3.80893 3.61857
C: 3.40388 -2.41573 3.64416
C: 4.89679 -2.26156 3.81711
C: 3.16099 -3.97242 6.06570
H: 2.83538 -1.87599 4.40510
H: 3.10799 -2.00265 2.67620
H: 5.24644 -2.66807 4.77127
H: 5.16760 -1.20771 3.76608
H: 5.41910 -2.78992 3.02035
H: 4.15336 -4.34978 6.30843
H: 2.45393 -4.33828 6.80715
H: 3.16776 -2.88727 6.11902
O: -7.45662 -0.79777 2.73706
C: -7.24730 -1.98115 2.77855
O: -6.24557 -2.49984 2.05205
C: -5.80012 -3.85875 2.19096
C: -6.62965 -4.81556 1.36363
C: -8.14771 -2.90955 3.56327
H: -5.76414 -4.14360 3.24392
H: -4.77599 -3.86539 1.82525
H: -7.67214 -4.83178 1.68716
H: -6.22628 -5.82498 1.43945
H: -6.61674 -4.51059 0.31732
H: -9.00799 -3.16389 2.94555
H: -8.49345 -2.37691 4.44581
H: -7.66364 -3.82362 3.89715
O: -6.01554 4.04808 0.00848
C: -5.75074 2.87454 0.05135
O: -4.82048 2.38898 -0.78587
C: -4.29198 1.06169 -0.67491
C: -5.15717 0.04230 -1.38159
C: -6.49541 1.92777 0.96576
H: -4.12563 0.80784 0.37380
H: -3.30929 1.10932 -1.14285
H: -6.15146 -0.01568 -0.93320
H: -4.69606 -0.94282 -1.32854
H: -5.28296 0.31470 -2.42410
H: -7.42012 1.62289 0.47791
H: -6.74045 2.46622 1.87772
H: -5.93737 1.04112 1.25122
O: -3.97161 -0.99273 -3.85798
C: -4.34406 -1.91953 -4.51919
O: -5.34989 -1.72580 -5.40148
C: -5.74675 -2.71003 -6.35544
C: -6.73698 -3.69806 -5.77335
C: -3.77783 -3.30751 -4.32759
H: -4.87510 -3.20578 -6.78570
H: -6.21710 -2.14848 -7.16150
H: -6.30003 -4.26890 -4.95390
H: -7.07232 -4.39823 -6.53944
H: -7.60406 -3.16975 -5.37683
H: -4.30465 -3.78881 -3.50413
H: -2.72888 -3.20887 -4.06055
H: -3.83566 -3.94089 -5.20963


No. 2
ORCA calculation (the ωB97M-V functional and the def2-TZVPD basis) on a 13-piece molecular cluster, C38H72N6O7S7 overall in a non-equilibrium geometry.

As for the frontier orbital gap: 8.3156 eV. As for the total energy: -5133.294647 Eh. As for the total charge: 0. As for the HOMO energy: -8.07 eV. The energy relative to the best compared isomer or geometry (same formula, charge and spin) is 0.0 kcal/mol.

Cartesian coordinates (Å):
C: 1.92662 -2.02231 1.95037
S: 1.82994 -1.23237 3.62034
O: 0.44505 -0.58800 3.57635
C: 1.65572 -2.81569 4.54939
H: 2.74792 -2.71283 1.75861
H: 2.05484 -1.22120 1.22245
H: 0.90217 -2.30522 1.70834
H: 1.69339 -2.61244 5.61962
H: 2.53100 -3.41348 4.29517
H: 0.71678 -3.34086 4.37420
C: -5.26144 1.50864 -2.73411
S: -5.91283 -0.22282 -2.76023
O: -6.32577 -0.48578 -4.24016
C: -4.26492 -1.00627 -2.43930
H: -4.70761 1.59677 -3.66878
H: -4.53100 1.66270 -1.93987
H: -6.03096 2.28009 -2.70569
H: -3.54621 -0.67884 -3.19053
H: -4.43915 -2.07600 -2.55512
H: -3.92179 -0.81736 -1.42210
C: 2.80655 -2.04462 -2.01708
S: 4.51932 -2.08540 -2.79023
O: 5.16986 -3.43573 -2.35278
C: 4.02409 -2.32325 -4.55004
H: 2.97955 -1.94904 -0.94515
H: 2.34551 -3.02196 -2.15970
H: 2.12548 -1.29521 -2.42037
H: 4.91303 -2.46733 -5.16414
H: 3.46044 -1.49155 -4.97274
H: 3.39481 -3.21188 -4.50063
C: -3.88421 4.51690 -0.59501
S: -2.34582 5.53997 -0.44205
O: -2.44306 6.20961 0.90664
C: -1.10724 4.25453 -0.24341
H: -3.97001 3.80683 0.22752
H: -3.87614 4.00625 -1.55795
H: -4.79012 5.11913 -0.52619
H: -0.12821 4.73362 -0.25296
H: -0.97727 3.55801 -1.07170
H: -1.30746 3.67392 0.65709
C: -1.34669 4.51038 3.62134
S: 0.28800 3.97806 3.01584
O: 1.34774 5.01726 3.43731
C: 0.51915 2.59193 4.19129
H: -1.70164 5.33317 3.00073
H: -1.31649 4.68844 4.69628
H: -2.06701 3.69964 3.51212
H: 1.20400 1.84883 3.78276
H: -0.45222 2.11696 4.32896
H: 1.02802 2.87785 5.11183
C: 0.33806 1.43669 0.67565
S: -0.62515 0.83279 -0.77015
O: -2.05619 1.36758 -0.48907
C: -0.78849 -0.91988 -0.39172
H: 1.10710 0.69810 0.90187
H: -0.34435 1.54528 1.51864
H: 0.79920 2.40114 0.46280
H: -1.65065 -1.24452 -0.97430
H: -0.89702 -1.17122 0.66334
H: 0.07391 -1.52192 -0.67791
C: 4.34981 5.39068 0.52025
S: 3.13142 5.31055 -0.86599
O: 2.05730 4.35251 -0.35258
C: 2.33537 7.01045 -0.80792
H: 5.07977 4.58642 0.42837
H: 3.77924 5.09986 1.40228
H: 4.81531 6.36020 0.69751
H: 2.11845 7.32501 0.21291
H: 1.37364 6.96016 -1.31846
H: 3.05709 7.73745 -1.18034
N: 2.74281 1.71308 -4.63807
C: 1.98944 1.15124 -5.64322
C: 0.71338 1.29425 -5.19162
C: 0.63738 1.76280 -3.84941
C: 1.97216 2.02918 -3.51842
H: 3.74147 1.86392 -4.63452
H: 2.40691 0.81764 -6.58174
H: -0.15118 1.02743 -5.78133
H: -0.23298 2.03886 -3.27263
H: 2.52470 2.38847 -2.66285
N: -3.81222 -2.55098 1.55302
C: -2.89458 -2.94908 2.50658
C: -1.86870 -3.64406 1.85328
C: -2.18277 -3.87982 0.55838
C: -3.38510 -3.20516 0.33675
H: -4.56221 -1.89734 1.72724
H: -2.96791 -2.60707 3.52837
H: -0.93887 -4.04717 2.22651
H: -1.62256 -4.50230 -0.12359
H: -3.90054 -2.90237 -0.56271
N: -2.66419 -4.76107 -2.80221
C: -2.15190 -3.63263 -3.31907
C: -0.75469 -3.63297 -3.01672
C: -0.46860 -4.88181 -2.45618
C: -1.65370 -5.54972 -2.34199
H: -3.62919 -5.05305 -2.74226
H: -2.83508 -2.97388 -3.83455
H: -0.00616 -2.91672 -3.32178
H: 0.54074 -5.22406 -2.28154
H: -1.72782 -6.55283 -1.94869
N: 4.97406 -0.09688 1.25584
C: 4.36104 0.63108 0.27241
C: 3.77873 1.76022 0.90475
C: 3.91695 1.55960 2.25817
C: 4.79471 0.48296 2.45517
H: 5.46767 -0.96718 1.11790
H: 4.42532 0.33103 -0.76308
H: 3.17401 2.51944 0.43113
H: 3.49248 2.26923 2.95291
H: 5.13410 -0.00800 3.35526
N: 1.92524 -6.96827 1.01526
C: 3.16282 -6.30524 0.87750
C: 2.86364 -4.98602 0.45977
C: 1.47889 -4.87989 0.29612
C: 0.95078 -6.08043 0.62702
H: 1.79784 -7.91802 1.33442
H: 4.10086 -6.80396 1.07180
H: 3.68264 -4.30230 0.29192
H: 0.85594 -4.02708 0.07018
H: -0.05744 -6.46503 0.67138
N: -4.00272 0.21491 3.98205
C: -3.01211 0.60316 3.10887
C: -3.51620 1.51021 2.23917
C: -4.85227 1.71904 2.49642
C: -5.11809 0.93315 3.60213
H: -4.04721 -0.56172 4.62621
H: -2.08174 0.06075 3.19011
H: -2.92047 1.98001 1.47055
H: -5.49622 2.39983 1.95953
H: -6.11875 0.86321 4.00237


No. 3
ORCA calculation (the ωB97M-V functional and the def2-TZVPD basis) on a 4-piece molecular cluster, C38H73FN5O10PS overall in a non-equilibrium geometry.

As for the frontier orbital gap: 7.5046 eV. As for the total energy: -3357.111306 Eh. As for the total charge: 0. As for the HOMO energy: -8.52 eV. Its structure (SMILES) is CCCCc1cc2nc(CCF)c(P(O)(O)=S)nc2cc1CCCC(=O)OCC.COCCNCCOC.COCCNCCOC.COCCNCCOC.

Cartesian coordinates (Å):
C: 1.12330 -7.16173 2.83273
C: -0.04718 -7.80979 3.66340
C: -1.44251 -7.06672 3.56303
C: -1.37308 -5.47231 3.51901
C: -2.08724 -4.99584 2.20140
C: -3.54072 -5.08872 2.19656
C: -4.39447 -4.65913 1.03599
N: -5.76775 -4.76952 1.19101
C: -6.38823 -4.30845 0.06849
C: -7.96864 -4.32455 0.12529
C: -8.44512 -3.28679 1.21634
F: -9.74131 -2.80871 0.94410
C: -5.71000 -3.80524 -1.16343
P: -6.68252 -3.22257 -2.67271
O: -7.76446 -4.36863 -3.21238
O: -7.43766 -1.76101 -2.38979
S: -5.42919 -2.90670 -4.13912
N: -4.35751 -3.71464 -1.28886
C: -3.69668 -4.13296 -0.15057
C: -2.19625 -4.04586 -0.16341
C: -1.39410 -4.45933 0.97219
C: 0.16874 -4.37743 0.91858
C: 0.71730 -3.01361 0.34284
C: 2.27172 -2.93145 0.73089
C: 3.23457 -2.98080 -0.49898
O: 4.15138 -3.77834 -0.50506
O: 3.04618 -2.08171 -1.54216
C: 4.34457 -1.59659 -2.03008
C: 4.72565 -2.52295 -3.28140
H: 0.84734 -6.85685 1.79319
H: 1.42952 -6.21875 3.38511
H: 2.04426 -7.81546 2.85786
H: -0.21001 -8.84326 3.22430
H: 0.24609 -8.00474 4.73776
H: -2.04274 -7.42852 2.68443
H: -2.01058 -7.33153 4.50587
H: -2.01505 -5.07892 4.36245
H: -0.35403 -5.03985 3.66676
H: -4.06590 -5.47092 3.11386
H: -8.44812 -4.21254 -0.87827
H: -8.23270 -5.35576 0.50267
H: -8.45416 -3.81546 2.21494
H: -7.66245 -2.48712 1.29743
H: -7.47519 -5.27670 -3.00372
H: -7.32109 -1.29446 -3.24841
H: -1.70387 -3.64289 -1.08910
H: 0.49749 -5.18523 0.19475
H: 0.62883 -4.56272 1.92610
H: 0.59851 -2.93167 -0.76941
H: 0.22902 -2.11320 0.81108
H: 2.57893 -3.78214 1.40453
H: 2.51265 -1.99241 1.31177
H: 5.13166 -1.61366 -1.23607
H: 4.15880 -0.54592 -2.37444
H: 4.27455 -3.53110 -3.07651
H: 4.26811 -2.03779 -4.17996
H: 5.84189 -2.61347 -3.33407
C: 3.62911 4.09402 -0.48034
O: 3.97152 3.39389 0.70497
C: 3.42092 3.97203 1.88806
C: 2.31226 3.09298 2.45719
N: 1.11911 3.12619 1.61418
C: 0.12343 2.10730 1.94868
C: 0.53651 0.63677 1.83190
O: 0.76256 0.19854 0.49850
C: 2.05046 0.49252 -0.02166
H: 4.24467 3.70291 -1.29150
H: 2.57967 3.93464 -0.74300
H: 3.82962 5.16464 -0.38090
H: 3.08313 4.99910 1.72676
H: 4.23523 4.00466 2.61929
H: 2.05209 3.44899 3.45953
H: 2.71163 2.07630 2.54625
H: 1.39270 2.99399 0.64863
H: -0.72313 2.26727 1.27565
H: -0.24306 2.29359 2.96428
H: -0.30894 0.03942 2.19239
H: 1.38183 0.37667 2.47709
H: 2.83062 0.45275 0.74354
H: 2.04946 1.46015 -0.52707
H: 2.27527 -0.25871 -0.77936
C: 8.94971 3.29631 -3.45730
O: 9.35092 4.59245 -3.86775
C: 9.27571 4.79275 -5.27911
C: 8.13168 5.73658 -5.63422
N: 6.83195 5.10109 -5.42751
C: 5.69828 6.02528 -5.48834
C: 5.64661 7.16456 -4.46295
O: 5.42527 6.73674 -3.12460
C: 6.59054 6.30362 -2.44233
H: 9.22498 3.17692 -2.40876
H: 7.86621 3.17283 -3.54111
H: 9.45757 2.52070 -4.03801
H: 9.20904 3.84894 -5.82668
H: 10.21443 5.27564 -5.56922
H: 8.22326 6.03033 -6.68502
H: 8.24145 6.63414 -5.01551
H: 6.82404 4.65241 -4.52028
H: 4.79739 5.41982 -5.35835
H: 5.64665 6.45221 -6.49585
H: 4.77847 7.78252 -4.71515
H: 6.51290 7.83014 -4.52087
H: 7.48149 6.85963 -2.74237
H: 6.73667 5.23062 -2.57850
H: 6.43024 6.46627 -1.37470
C: -5.88137 4.51003 3.81605
O: -6.77752 3.76760 3.00689
C: -6.58422 3.97124 1.60711
C: -5.98298 2.73090 0.95473
N: -4.58834 2.54324 1.34948
C: -4.03369 1.23951 0.98121
C: -4.69200 -0.01083 1.57817
O: -4.50948 -0.15497 2.98214
C: -5.42100 0.58659 3.77556
H: -6.22889 4.44429 4.84780
H: -4.87061 4.09486 3.77003
H: -5.86307 5.56425 3.52448
H: -5.99353 4.86715 1.39846
H: -7.58052 4.12760 1.18110
H: -6.03546 2.83810 -0.13362
H: -6.60027 1.87379 1.24590
H: -4.51248 2.64562 2.35362
H: -2.98670 1.24707 1.29638
H: -4.03148 1.15311 -0.11074
H: -4.19312 -0.87853 1.13230
H: -5.74896 -0.10498 1.31084
H: -6.40856 0.66326 3.31494
H: -5.01958 1.57623 4.00029
H: -5.52876 0.06678 4.72958


- Among the records above, which one has the lowest total charge?
  C38H72N2O14P